No. 1
{"formula": "C45H93BrFN10O10S", "method": "ωB97M-V/def2-TZVPD", "e_tot_ha": -6141.879976, "multiplicity": 1, "charge": 1, "e_lumo_ev": -4.8, "fmax_ev_per_a": 7.1, "symbols": ["C", "C", "C", "C", "C", "C", "Br", "C", "C", "C", "C", "C", "C", "O", "C", "N", "O", "C", "C", "C", "C", "S", "C", "F", "N", "C", "C", "C", "H", "H", "H", "H", "H", "H", "H", "H", "H", "H", "H", "H", "H", "H", "H", "H", "H", "H", "H", "H", "H", "H", "H", "H", "H", "H", "H", "H", "H", "H", "H", "H", "H", "H", "H", "H", "H", "C", "C", "O", "N", "C", "H", "H", "H", "H", "H", "H", "H", "C", "C", "O", "N", "C", "H", "H", "H", "H", "H", "H", "H", "C", "C", "O", "N", "C", "H", "H", "H", "H", "H", "H", "H", "C", "C", "O", "N", "C", "H", "H", "H", "H", "H", "H", "H", "C", "C", "O", "N", "C", "H", "H", "H", "H", "H", "H", "H", "C", "C", "O", "N", "C", "H", "H", "H", "H", "H", "H", "H", "C", "C", "O", "N", "C", "H", "H", "H", "H", "H", "H", "H", "C", "C", "O", "N", "C", "H", "H", "H", "H", "H", "H", "H"], "positions_angstrom": [[3.105, 6.483, 9.451], [2.927, 6.056, 8.210], [2.788, 5.446, 6.703], [2.325, 6.546, 5.630], [2.286, 6.109, 4.089], [2.228, 4.560, 3.732], [3.784, 3.348, 4.124], [0.870, 3.689, 3.882], [-0.578, 4.388, 3.941], [-1.399, 4.024, 5.320], [-1.540, 5.353, 6.253], [-1.655, 4.995, 7.842], [-1.015, 6.256, 8.663], [-1.377, 6.045, 10.064], [-0.419, 5.137, 10.684], [1.149, 2.548, 2.945], [0.757, 1.260, 2.937], [-0.511, 1.263, 2.145], [-0.511, 0.168, 0.947], [-0.528, 0.837, -0.549], [1.974, 2.932, 1.951], [2.610, 1.692, 0.690], [2.261, 4.522, 2.090], [1.108, 5.251, 1.494], [3.391, 5.144, 1.371], [3.241, 4.983, -0.140], [2.821, 6.399, -0.868], [1.656, 6.044, -1.972], [3.575, 6.593, 10.505], [2.152, 4.488, 6.730], [3.869, 5.089, 6.444], [3.086, 7.429, 5.720], [1.320, 7.009, 6.004], [1.336, 6.604, 3.620], [3.198, 6.619, 3.570], [0.996, 3.200, 4.939], [-0.516, 5.554, 3.952], [-1.263, 4.129, 3.057], [-0.941, 3.140, 5.894], [-2.486, 3.713, 5.051], [-2.370, 6.068, 5.880], [-0.545, 5.934, 6.132], [-2.787, 4.863, 8.054], [-1.059, 4.014, 8.006], [0.120, 6.368, 8.505], [-1.518, 7.217, 8.240], [-0.934, 4.174, 11.095], [0.394, 4.777, 9.954], [0.114, 5.631, 11.583], [-0.735, 2.287, 1.672], [-1.429, 0.993, 2.818], [0.417, -0.513, 1.076], [-1.470, -0.497, 0.983], [-1.411, 0.485, -1.195], [0.433, 0.424, -1.070], [-0.386, 1.987, -0.534], [3.768, 1.126, 1.257], [3.428, 6.171, 1.492], [4.206, 4.598, -0.645], [2.404, 4.254, -0.436], [3.718, 6.838, -1.431], [2.312, 7.114, -0.125], [1.179, 6.979, -2.436], [2.053, 5.284, -2.767], [0.803, 5.469, -1.426], [-1.937, 0.451, -5.324], [-0.725, 0.758, -4.487], [-0.331, 0.002, -3.606], [-0.057, 1.921, -4.733], [-0.358, 2.936, -5.718], [-2.360, -0.504, -5.013], [-2.694, 1.226, -5.185], [-1.657, 0.377, -6.376], [0.745, 2.057, -4.132], [0.507, 3.039, -6.377], [-0.523, 3.881, -5.195], [-1.238, 2.690, -6.309], [-2.350, -3.579, -8.495], [-2.703, -2.191, -8.040], [-2.552, -1.826, -6.877], [-3.206, -1.326, -8.963], [-3.457, -1.564, -10.368], [-1.963, -4.151, -7.650], [-3.240, -4.085, -8.876], [-1.579, -3.535, -9.265], [-3.420, -0.414, -8.585], [-2.869, -0.846, -10.946], [-4.518, -1.393, -10.560], [-3.192, -2.576, -10.671], [-2.220, -7.568, -4.156], [-1.761, -7.160, -5.529], [-2.112, -7.760, -6.539], [-0.929, -6.087, -5.632], [-0.406, -5.255, -4.571], [-2.876, -8.437, -4.236], [-1.361, -7.840, -3.539], [-2.780, -6.754, -3.691], [-0.664, -5.875, -6.584], [-0.723, -4.226, -4.756], [0.685, -5.304, -4.606], [-0.752, -5.570, -3.588], [-4.239, -12.856, -8.023], [-4.381, -11.600, -7.206], [-5.333, -11.413, -6.459], [-3.408, -10.654, -7.316], [-2.217, -10.685, -8.134], [-5.090, -13.512, -7.829], [-4.227, -12.612, -9.087], [-3.325, -13.384, -7.744], [-3.571, -9.840, -6.739], [-1.350, -10.594, -7.476], [-2.246, -9.827, -8.809], [-2.136, -11.603, -8.715], [9.708, 1.504, 5.392], [8.358, 1.684, 6.031], [8.106, 1.260, 7.150], [7.398, 2.345, 5.322], [7.496, 2.917, 3.998], [10.363, 0.962, 6.075], [9.613, 0.924, 4.471], [10.157, 2.477, 5.182], [6.520, 2.426, 5.817], [7.281, 3.985, 4.071], [6.741, 2.443, 3.365], [8.480, 2.774, 3.556], [0.684, -0.939, 4.966], [-0.634, -1.336, 5.573], [-1.695, -1.218, 4.962], [-0.631, -1.837, 6.835], [0.499, -2.052, 7.711], [0.519, -0.559, 3.960], [1.149, -0.150, 5.562], [1.344, -1.807, 4.904], [-1.556, -2.080, 7.173], [0.534, -3.113, 7.968], [0.341, -1.469, 8.621], [1.442, -1.758, 7.251], [-5.803, -1.906, 8.441], [-4.468, -1.790, 7.760], [-3.469, -2.370, 8.177], [-4.384, -1.014, 6.646], [-5.434, -0.257, 6.001], [-5.711, -2.558, 9.312], [-6.138, -0.923, 8.780], [-6.536, -2.343, 7.759], [-3.454, -0.986, 6.244], [-5.531, -0.615, 4.974], [-5.136, 0.794, 5.987], [-6.390, -0.356, 6.512], [-0.230, -5.895, -12.850], [-0.371, -4.641, -12.031], [-1.324, -4.455, -11.283], [0.602, -3.695, -12.140], [1.794, -3.725, -12.960], [-1.080, -6.552, -12.656], [-0.218, -5.649, -13.914], [0.685, -6.423, -12.572], [0.438, -2.882, -11.561], [2.662, -3.635, -12.303], [1.765, -2.867, -13.635], [1.873, -4.642, -13.542]]}

No. 2
{"formula": "C45H93N3O21", "method": "ωB97M-V/def2-TZVPD", "smiles": "CCOC(C)=O.CCOC(C)=O.CCOC(C)=O.CCOC(C)=O.CCOC(C)=O.CCOC(C)=O.CCOC(C)=O.CCOC(C)=O.CCOC(C)=O.CN(C)C=O.CN(C)C=O.CN(C)C=O", "e_tot_ha": -3514.746860, "multiplicity": 1, "e_lumo_ev": 0.3, "fmax_ev_per_a": 2.7, "symbols": ["C", "C", "O", "C", "C", "O", "H", "H", "H", "H", "H", "H", "H", "H", "C", "C", "O", "C", "C", "O", "H", "H", "H", "H", "H", "H", "H", "H", "C", "C", "O", "C", "C", "O", "H", "H", "H", "H", "H", "H", "H", "H", "C", "C", "O", "C", "C", "O", "H", "H", "H", "H", "H", "H", "H", "H", "C", "C", "O", "C", "C", "O", "H", "H", "H", "H", "H", "H", "H", "H", "C", "C", "O", "C", "C", "O", "H", "H", "H", "H", "H", "H", "H", "H", "C", "C", "O", "C", "C", "O", "H", "H", "H", "H", "H", "H", "H", "H", "C", "C", "O", "C", "C", "O", "H", "H", "H", "H", "H", "H", "H", "H", "C", "C", "O", "C", "C", "O", "H", "H", "H", "H", "H", "H", "H", "H", "C", "N", "C", "C", "O", "H", "H", "H", "H", "H", "H", "H", "C", "N", "C", "C", "O", "H", "H", "H", "H", "H", "H", "H", "C", "N", "C", "C", "O", "H", "H", "H", "H", "H", "H", "H"], "positions_angstrom": [[-2.398, 0.251, -5.058], [-2.198, -1.034, -4.260], [-2.603, -2.132, -5.037], [-1.774, -2.844, -5.799], [-2.497, -3.697, -6.793], [-0.586, -2.632, -5.893], [-3.458, 0.508, -5.080], [-2.083, 0.200, -6.103], [-1.783, 1.043, -4.628], [-1.191, -1.014, -3.838], [-2.869, -0.871, -3.415], [-3.476, -3.248, -6.944], [-2.651, -4.706, -6.391], [-1.907, -3.917, -7.676], [0.168, -3.853, -2.091], [-0.466, -4.271, -0.761], [-1.887, -4.324, -0.900], [-2.657, -3.217, -0.712], [-4.021, -3.642, -0.287], [-2.260, -2.086, -0.687], [-0.247, -2.929, -2.493], [-0.136, -4.569, -2.857], [1.228, -3.678, -1.914], [-0.146, -5.215, -0.325], [-0.216, -3.537, 0.007], [-4.170, -4.691, -0.520], [-4.665, -3.048, -0.948], [-4.271, -3.407, 0.743], [-3.972, 2.207, 6.009], [-3.264, 3.167, 5.050], [-2.091, 3.591, 5.732], [-0.989, 3.843, 5.036], [0.175, 4.170, 5.934], [-0.945, 3.768, 3.835], [-4.483, 2.738, 6.812], [-3.327, 1.408, 6.365], [-4.818, 1.697, 5.533], [-3.062, 2.764, 4.058], [-3.922, 4.012, 4.826], [0.685, 3.281, 6.300], [-0.200, 4.664, 6.832], [0.815, 4.883, 5.419], [2.924, -2.665, -4.449], [3.468, -2.024, -5.685], [4.870, -2.366, -5.843], [5.638, -1.567, -6.572], [7.047, -2.118, -6.620], [5.327, -0.511, -7.058], [3.448, -3.580, -4.182], [1.833, -2.681, -4.478], [3.041, -2.008, -3.576], [3.056, -2.349, -6.645], [3.278, -0.949, -5.720], [6.939, -3.170, -6.893], [7.577, -2.046, -5.672], [7.641, -1.605, -7.372], [-2.301, -1.234, 2.953], [-3.129, -0.013, 3.351], [-4.493, -0.109, 3.021], [-5.363, -0.930, 3.604], [-6.775, -0.685, 3.110], [-5.073, -1.723, 4.445], [-1.234, -1.053, 3.097], [-2.456, -1.440, 1.892], [-2.529, -2.137, 3.519], [-3.118, 0.257, 4.411], [-2.687, 0.828, 2.818], [-6.927, -1.341, 2.257], [-6.821, 0.331, 2.712], [-7.476, -0.681, 3.938], [-1.930, 1.842, 0.964], [-0.584, 1.262, 1.489], [-0.284, 0.209, 0.588], [0.702, 0.294, -0.276], [0.969, -0.992, -1.002], [1.426, 1.257, -0.431], [-1.820, 2.622, 0.210], [-2.563, 2.253, 1.755], [-2.553, 1.034, 0.575], [0.225, 1.976, 1.566], [-0.925, 0.897, 2.455], [0.315, -1.741, -0.561], [1.988, -1.360, -0.931], [0.584, -0.910, -2.018], [5.769, -0.773, 4.473], [4.241, -0.597, 4.686], [4.011, 0.811, 4.469], [3.090, 1.197, 3.606], [3.089, 2.637, 3.149], [2.210, 0.469, 3.199], [6.178, -0.365, 3.559], [5.952, -1.842, 4.615], [6.183, -0.328, 5.379], [3.677, -1.125, 3.919], [4.016, -0.919, 5.697], [4.093, 3.038, 3.328], [2.469, 3.179, 3.867], [2.769, 2.818, 2.133], [0.075, 8.394, 2.906], [1.138, 8.043, 1.849], [1.205, 6.637, 1.633], [0.408, 6.062, 0.754], [0.688, 4.578, 0.591], [-0.362, 6.639, 0.018], [-0.117, 9.465, 2.846], [0.463, 8.140, 3.890], [-0.837, 7.870, 2.628], [0.836, 8.597, 0.958], [2.152, 8.353, 2.085], [1.760, 4.446, 0.472], [0.038, 4.141, -0.158], [0.385, 4.064, 1.509], [-8.938, 2.235, -1.234], [-8.367, 0.894, -0.826], [-7.067, 0.768, -1.410], [-6.025, 0.471, -0.619], [-4.733, 0.572, -1.412], [-6.051, 0.373, 0.579], [-9.741, 2.573, -0.578], [-9.342, 2.174, -2.247], [-8.200, 3.036, -1.213], [-8.247, 0.928, 0.258], [-9.047, 0.098, -1.123], [-4.057, 1.205, -0.839], [-4.936, 1.058, -2.363], [-4.267, -0.399, -1.575], [5.757, -3.784, -2.219], [4.867, -3.434, -1.131], [4.912, -2.036, -0.759], [3.962, -4.288, -0.620], [3.084, -3.911, 0.143], [6.789, -3.626, -1.905], [5.549, -3.241, -3.146], [5.654, -4.803, -2.599], [4.689, -1.344, -1.573], [4.477, -1.815, 0.209], [5.978, -1.821, -0.587], [4.069, -5.307, -1.012], [3.028, 1.626, -3.479], [3.420, 2.989, -3.783], [4.797, 3.162, -4.185], [2.512, 4.003, -3.733], [2.813, 5.155, -3.989], [3.173, 1.410, -2.417], [3.514, 0.919, -4.152], [1.954, 1.493, -3.637], [4.989, 2.753, -5.177], [5.161, 4.189, -4.219], [5.415, 2.751, -3.382], [1.478, 3.680, -3.535], [0.037, -4.728, 4.018], [1.380, -4.551, 3.500], [1.535, -3.426, 2.597], [2.380, -5.390, 3.823], [2.267, -6.403, 4.486], [-0.683, -4.357, 3.290], [-0.098, -4.138, 4.932], [-0.149, -5.760, 4.303], [0.877, -3.459, 1.737], [1.303, -2.520, 3.176], [2.584, -3.254, 2.373], [3.330, -5.052, 3.371]]}

No. 3
{"formula": "C45H95BeClN5O9", "method": "ωB97M-V/def2-TZVPD", "e_tot_ha": -3196.048194, "multiplicity": 2, "charge": 2, "e_lumo_ev": [-7.4, -8.0], "fmax_ev_per_a": 4.1, "symbols": ["Be", "Cl", "O", "O", "O", "O", "C", "C", "C", "C", "C", "C", "N", "O", "C", "C", "C", "H", "H", "H", "H", "H", "H", "H", "H", "H", "H", "H", "H", "H", "H", "H", "H", "H", "H", "H", "C", "C", "C", "C", "C", "C", "N", "O", "C", "C", "C", "H", "H", "H", "H", "H", "H", "H", "H", "H", "H", "H", "H", "H", "H", "H", "H", "H", "H", "H", "C", "C", "C", "C", "C", "C", "N", "O", "C", "C", "C", "H", "H", "H", "H", "H", "H", "H", "H", "H", "H", "H", "H", "H", "H", "H", "H", "H", "H", "H", "C", "C", "C", "C", "C", "C", "N", "O", "C", "C", "C", "H", "H", "H", "H", "H", "H", "H", "H", "H", "H", "H", "H", "H", "H", "H", "H", "H", "H", "H", "C", "C", "C", "C", "C", "C", "N", "O", "C", "C", "C", "H", "H", "H", "H", "H", "H", "H", "H", "H", "H", "H", "H", "H", "H", "H", "H", "H", "H", "H"], "positions_angstrom": [[4.051, 0.722, -1.929], [0.303, 0.962, -0.561], [-0.219, 0.020, -1.461], [-0.407, 0.794, 0.701], [1.698, 0.636, -0.380], [0.101, 2.241, -1.081], [-4.392, 5.536, -6.535], [-3.207, 4.697, -6.880], [-2.075, 5.542, -7.485], [-1.126, 6.291, -6.506], [-0.673, 5.239, -5.506], [-1.809, 4.532, -4.706], [-2.709, 3.904, -5.740], [-3.666, 3.036, -5.132], [-0.921, 3.455, -3.921], [-2.413, 5.507, -3.650], [-3.592, 3.690, -8.006], [-5.112, 5.594, -7.351], [-4.054, 6.568, -6.439], [-4.963, 5.236, -5.656], [-1.442, 4.852, -8.043], [-2.511, 6.249, -8.191], [-1.671, 7.070, -5.973], [-0.237, 6.639, -7.031], [0.204, 5.699, -5.050], [-0.143, 4.478, -6.079], [-0.508, 2.818, -4.704], [-0.084, 3.883, -3.369], [-1.574, 2.914, -3.237], [-3.268, 5.091, -3.115], [-1.584, 5.679, -2.964], [-2.774, 6.482, -3.976], [-2.965, 2.802, -8.099], [-3.703, 4.141, -8.992], [-4.620, 3.336, -7.940], [-4.136, 3.598, -4.512], [-6.298, 1.172, 2.493], [-5.274, 0.008, 2.527], [-5.676, -1.268, 3.335], [-6.609, -2.130, 2.505], [-5.984, -2.482, 1.162], [-5.172, -1.402, 0.304], [-4.594, -0.406, 1.241], [-3.927, 0.714, 0.575], [-4.125, -2.088, -0.657], [-6.071, -0.590, -0.560], [-4.188, 0.588, 3.483], [-6.279, 1.615, 3.489], [-7.318, 0.849, 2.286], [-6.052, 1.974, 1.798], [-4.928, -1.961, 3.720], [-6.300, -1.077, 4.208], [-7.556, -1.652, 2.252], [-6.763, -3.128, 2.916], [-6.931, -2.668, 0.654], [-5.512, -3.451, 1.000], [-3.353, -1.494, -1.146], [-3.434, -2.692, -0.068], [-4.684, -2.787, -1.280], [-6.697, 0.152, -0.063], [-5.670, 0.067, -1.332], [-6.634, -1.288, -1.180], [-4.526, 0.324, 4.485], [-4.055, 1.664, 3.372], [-3.195, 0.146, 3.404], [-2.981, 0.606, 0.693], [7.175, 4.503, -1.024], [6.928, 2.960, -0.483], [7.721, 2.559, 0.817], [7.297, 3.294, 2.073], [5.842, 2.892, 2.397], [4.923, 3.298, 1.220], [5.446, 2.851, -0.114], [4.627, 3.084, -1.239], [3.607, 2.612, 1.565], [4.868, 4.902, 1.254], [7.284, 1.836, -1.484], [8.182, 4.685, -0.648], [6.636, 5.387, -0.685], [7.022, 4.588, -2.100], [7.689, 1.517, 1.135], [8.771, 2.829, 0.703], [7.326, 4.379, 1.979], [8.040, 3.088, 2.843], [5.641, 3.462, 3.304], [5.700, 1.856, 2.705], [3.481, 1.551, 1.348], [3.467, 2.832, 2.623], [2.776, 3.098, 1.055], [5.777, 5.475, 1.073], [4.255, 5.334, 0.463], [4.316, 5.250, 2.127], [6.690, 1.932, -2.393], [7.264, 0.782, -1.207], [8.339, 1.950, -1.733], [4.618, 4.028, -1.411], [2.194, -4.209, 6.733], [1.476, -3.022, 6.064], [1.861, -1.813, 6.907], [1.646, -0.436, 6.303], [2.435, -0.499, 5.053], [1.905, -1.560, 4.016], [1.963, -2.868, 4.683], [1.658, -3.975, 3.829], [0.453, -1.206, 3.537], [2.951, -1.581, 2.807], [-0.092, -3.170, 6.155], [2.059, -5.047, 6.050], [1.833, -4.625, 7.674], [3.281, -4.160, 6.801], [1.246, -1.840, 7.807], [2.876, -1.923, 7.288], [1.990, 0.191, 7.125], [0.590, -0.211, 6.152], [3.483, -0.755, 5.208], [2.683, 0.433, 4.544], [0.578, -0.235, 3.056], [-0.018, -1.873, 2.816], [-0.235, -1.020, 4.362], [3.944, -1.891, 3.132], [2.563, -2.076, 1.916], [3.027, -0.539, 2.495], [-0.647, -2.232, 6.158], [-0.421, -3.707, 7.044], [-0.567, -3.670, 5.311], [0.707, -3.855, 3.783], [-0.961, -3.647, -2.004], [-0.653, -4.307, -0.731], [-1.749, -5.344, -0.498], [-1.767, -6.564, -1.461], [-0.407, -7.280, -1.299], [0.891, -6.376, -1.463], [0.679, -5.036, -0.788], [1.786, -4.220, -0.840], [1.985, -7.202, -0.830], [1.092, -6.111, -2.988], [-0.637, -3.351, 0.448], [-0.208, -2.861, -2.062], [-1.671, -2.825, -2.096], [-0.946, -4.182, -2.954], [-1.643, -5.676, 0.535], [-2.758, -4.938, -0.575], [-1.990, -6.212, -2.468], [-2.514, -7.347, -1.330], [-0.310, -8.076, -2.037], [-0.346, -7.777, -0.331], [2.915, -6.654, -0.680], [1.682, -7.514, 0.169], [2.151, -8.094, -1.434], [1.543, -7.055, -3.296], [0.212, -5.842, -3.571], [1.801, -5.290, -3.092], [0.110, -2.589, 0.230], [-0.442, -3.784, 1.429], [-1.574, -2.808, 0.574], [1.591, -3.734, -1.645]]}